Entry 1:
Here is a structure of composition C27H33ClFeN15O4 in a non-equilibrium geometry from the OMol25 dataset. Energies are from wB97M-V/def2-TZVPD.

Atoms and positions in Å:
Fe -0.44620 -0.12350 -0.25050
C 2.91090 -1.46380 -3.24210
C 1.80580 -0.78860 -2.71210
N 1.78210 -0.42390 -1.44850
C 2.82100 -0.72520 -0.66330
C 3.88640 -1.46950 -1.19510
N 3.91190 -1.80480 -2.46480
C 2.76060 -0.23650 0.72090
C 3.85350 -0.25120 1.58830
C 3.70510 0.25810 2.87780
C 2.46660 0.78830 3.23610
C 1.42260 0.76110 2.31740
N 1.58080 0.25340 1.09650
C 0.08980 1.31260 2.60210
C -0.40480 1.53980 3.89260
N -1.58610 2.08230 4.08610
C -2.29770 2.44720 3.04170
C -1.83880 2.19020 1.74750
N -0.67560 1.60560 1.54790
C 4.80970 0.22380 3.85410
C 6.11560 0.55040 3.49090
C 7.10610 0.49720 4.46460
N 6.84240 0.13980 5.69800
C 5.62620 -0.18240 6.06940
C 4.56300 -0.15130 5.17640
H 2.97420 -1.72510 -4.28840
H 0.93620 -0.55590 -3.30890
H 4.72270 -1.81570 -0.60310
H 4.79630 -0.66420 1.27530
H 2.33320 1.24020 4.20370
H 0.14470 1.26440 4.78080
H -3.24500 2.93020 3.22620
H -2.40570 2.48040 0.87910
H 6.35890 0.85750 2.48590
H 8.13470 0.74750 4.24370
H 5.49190 -0.47040 7.10280
H 3.57780 -0.44670 5.50030
C -3.02020 -3.94280 3.29960
N -1.89650 -3.31010 2.63620
C -0.57520 -3.84770 2.88810
C -2.02290 -2.19420 1.88300
N -1.04230 -1.38890 1.63300
N -3.29610 -1.92560 1.42900
C -3.60480 -1.16750 0.32230
N -4.82340 -1.43420 -0.20140
N -2.83300 -0.22360 -0.08760
H -2.63820 -4.68700 3.99590
H -3.67830 -4.45950 2.59630
H -3.59450 -3.21330 3.87420
H -0.66330 -4.90950 3.10850
H -0.08830 -3.35460 3.73580
H 0.04140 -3.74190 1.99320
H -0.16540 -1.72720 2.00950
H -3.96760 -2.65240 1.63060
H -5.27630 -2.31330 -0.00470
H -5.08020 -1.01120 -1.07890
H -3.19480 0.22290 -0.92280
O -0.50460 -3.62480 -2.57970
Cl -0.91450 -2.71270 -1.61460
O -1.16580 -1.41530 -2.21620
O -2.07400 -3.11780 -0.91800
O 0.14620 -2.47820 -0.65450
C -4.84180 1.72060 -3.13120
C -4.54870 3.08660 -3.74860
C -4.92130 4.21630 -2.79320
C -3.07440 3.20240 -4.19670
N -2.19430 2.78350 -3.14740
C -1.58670 1.60030 -2.96880
N -1.00760 1.61940 -1.78320
N -1.27060 2.81480 -1.26180
N -1.96320 3.50790 -2.05850
H -5.89680 1.65970 -2.87900
H -4.27100 1.56740 -2.21410
H -4.61180 0.91810 -3.82880
H -5.15240 3.18470 -4.65390
H -4.24110 4.26140 -1.94590
H -5.93160 4.07240 -2.41990
H -4.88590 5.17310 -3.30520
H -2.85790 4.24340 -4.44150
H -2.88620 2.57700 -5.07110
H -1.57930 0.77660 -3.64630

The spin multiplicity is 6. The value obtained for the relative energy (zero: lowest compared OMol25 entry of this formula, charge and spin) is 52.3 kcal/mol. The calculation puts the electronic energy at -105964.662 eV. Its expectation value of S² is 8.759. Its HOMO energy (alpha / beta) is -13.63 / -13.63 eV. Its net charge is +2.



Entry 2:
Here is the molecule C4H9BS2 in a non-equilibrium geometry from the OMol25 dataset. Energies are from wB97M-V/def2-TZVPD.

Atoms and positions in Å:
B 0.58444 -1.48167 0.38836
C 0.67483 -0.76167 -0.99984
C -0.31424 0.36789 -1.21530
C -0.47378 1.32495 -0.04155
C -0.95235 0.62492 1.19010
S 1.29954 -2.92009 0.98013
S -0.64323 1.09499 2.83231
H 1.75284 -0.57113 -1.37174
H 0.60648 -1.48873 -1.90741
H 0.06199 0.79848 -2.06085
H -1.16583 -0.21702 -1.56070
H 0.39402 1.82271 0.18892
H -1.22681 2.10495 -0.51173
H -1.86199 0.12192 1.17457
H 2.23517 -3.32567 0.09158
H -0.97110 2.50519 2.82315

The value obtained for the relative energy (zero: lowest compared OMol25 entry of this formula, charge and spin) is 88.4 kcal/mol. The calculation puts the electronic energy at -26636.998 eV. Its HOMO energy (alpha / beta) is -7.53 / -7.74 eV. Its net charge is 0.



Entry 3:
Here is the molecule C8H7ClO3S in a non-equilibrium geometry from the OMol25 dataset. Energies are from wB97M-V/def2-TZVPD.

Atoms and positions in Å:
C -0.82396 1.43484 -3.90051
C -1.27326 1.27725 -2.63551
O -0.79022 0.21897 -1.93679
S -1.49365 0.04157 -0.40863
O -2.40851 -1.12019 -0.47994
O -2.15071 1.26995 0.09572
C -0.12008 -0.37085 0.76028
C 0.14958 -1.70161 1.04719
C 1.19613 -2.01654 1.96811
C 1.94493 -0.97387 2.55143
Cl 3.14716 -1.36890 3.71878
C 1.63064 0.36529 2.25620
C 0.63027 0.68666 1.32931
H -0.12100 0.70405 -4.28005
H -1.12608 2.21682 -4.57745
H -1.96766 1.99037 -2.20115
H -0.48935 -2.51003 0.62572
H 1.44744 -3.03227 2.22124
H 2.20910 1.16307 2.73750
H 0.40924 1.72542 1.10858

The value obtained for the relative energy (zero: lowest compared OMol25 entry of this formula, charge and spin) is 0.0 kcal/mol. Its structure (SMILES) is C=COS(=O)(=O)c1ccc(Cl)cc1. The calculation puts the electronic energy at -37907.631 eV. Its HOMO energy is -9.57 eV. Its net charge is 0.



Entry 4:
Here is the ion C4H12ClN2 with charge +1 in a non-equilibrium geometry from the OMol25 dataset. Energies are from wB97M-V/def2-TZVPD.

Atoms and positions in Å:
C 0.79422 0.53177 -1.17340
N 0.31583 -0.28025 0.00819
C 0.52207 0.53165 1.17609
N 1.26811 -1.34425 0.10829
C -1.09855 -0.71105 -0.13863
C -2.09796 0.39356 -0.36830
Cl -3.74829 -0.11061 0.17609
H 0.15767 0.17430 -2.10223
H 0.53823 1.49317 -0.94693
H 1.82311 0.16202 -1.38533
H 0.25330 -0.09405 2.09925
H 1.63920 0.87305 1.09501
H -0.18111 1.29459 1.12503
H 1.28417 -1.87530 1.07901
H 0.90141 -1.98232 -0.60135
H -1.26709 -1.42974 -1.05477
H -1.40269 -1.36336 0.74979
H -2.17304 0.72197 -1.37832
H -1.80830 1.20624 0.33950

The value obtained for the relative energy (zero: lowest compared OMol25 entry of this formula, charge and spin) is 39.2 kcal/mol. Its structure (SMILES) is C[N+](C)(N)CCCl. The calculation puts the electronic energy at -19836.269 eV. Its HOMO energy is -14.71 eV. Its net charge is +1.



Entry 5:
Here is a structure of composition C31H42F3LiN2SbSi3 from the OMol25 dataset. Energies are from wB97M-V/def2-TZVPD.

Atoms and positions in Å:
Li -0.54179 -0.02633 -1.38264
C 3.75109 -1.70156 -0.07357
Sb 1.61258 -1.43066 -0.22847
C 1.51371 0.24464 -1.49159
C 2.32645 1.43724 -1.20774
C 1.69743 2.62618 -0.77920
C 2.43120 3.77338 -0.57504
C 3.80604 3.73685 -0.79572
C 4.35280 2.53826 -1.21245
N 3.65748 1.42015 -1.41450
Si 1.73480 -0.32528 -3.23553
C 1.68062 1.19880 -4.34380
C 3.31545 -1.26033 -3.69758
C 0.31270 -1.45615 -3.75379
C 1.17728 -1.05230 1.95126
C -0.11479 -0.27848 2.06258
C -0.75228 -0.10909 3.30119
C -1.91326 0.62956 3.39215
C -2.44433 1.19007 2.23996
C -1.79906 0.93083 1.04741
N -0.68007 0.20577 0.95025
Si 0.85307 -2.82933 2.56359
C -0.78772 -3.42850 1.88680
C 2.18821 -4.04633 2.04100
C 0.77812 -3.02595 4.44587
Si 2.56406 -0.16246 2.90769
C 4.03805 -1.28345 3.25428
C 3.14528 1.37704 2.03119
C 2.05388 0.45095 4.62275
H 4.08409 -1.84201 -1.09962
H 4.00806 -2.58060 0.51617
H 4.25071 -0.81445 0.31004
H 0.62656 2.60859 -0.63062
H 1.94332 4.68724 -0.25444
H 4.43315 4.60721 -0.65374
H 5.42194 2.46787 -1.40055
H 2.50754 1.87506 -4.11988
H 0.74796 1.74425 -4.18377
H 1.74441 0.92704 -5.40028
H 4.19975 -0.69966 -3.39474
H 3.34636 -1.41418 -4.78131
H 3.35871 -2.24516 -3.22708
H -0.66332 -0.96935 -3.68715
H 0.26644 -2.37617 -3.16709
H 0.45683 -1.74617 -4.79894
H -0.32644 -0.54861 4.18852
H -2.39978 0.75963 4.35156
H -3.34754 1.78380 2.25107
H -2.21051 1.28983 0.11022
H -0.76293 -3.48415 0.79763
H -1.61051 -2.77075 2.16896
H -1.00423 -4.42605 2.27623
H 2.24508 -4.17336 0.95990
H 1.92858 -5.01556 2.47620
H 3.17732 -3.77325 2.41025
H -0.09452 -2.56184 4.90575
H 1.66853 -2.65658 4.95401
H 0.71243 -4.09942 4.64739
H 4.50731 -1.69282 2.36276
H 3.77453 -2.11214 3.91451
H 4.78557 -0.68023 3.77734
H 3.62406 1.19125 1.07172
H 3.85659 1.90467 2.67262
H 2.30325 2.04694 1.84611
H 1.67047 -0.33034 5.27825
H 1.31514 1.25062 4.57349
H 2.95231 0.86173 5.09295
F -9.97909 1.44036 -2.26689
C -9.08893 2.15277 -2.99057
F -9.29772 3.45922 -2.68499
F -9.45225 2.01879 -4.29178
C -7.67751 1.73309 -2.74771
C -6.65428 2.40606 -3.40937
C -5.33967 2.04289 -3.20483
C -5.00414 0.99850 -2.32835
C -6.05041 0.33254 -1.67597
C -7.36983 0.69444 -1.88077
C -3.64873 0.62477 -2.10418
C -2.49335 0.29746 -1.85620
H -6.89020 3.21555 -4.08920
H -4.54301 2.56077 -3.72126
H -5.80573 -0.47852 -1.00398
H -8.15938 0.16496 -1.36472

The calculation puts the electronic energy at -74340.554 eV. Its HOMO energy is -4.43 eV. Its net charge is -1.



Entry 6:
Here is a structure of composition C27H28BrN3O4PtS from the OMol25 dataset. Energies are from wB97M-V/def2-TZVPD.

Atoms and positions in Å:
Pt 0.92657 0.61122 -1.61765
O 2.17975 -2.89473 2.92422
C 1.56180 -1.82822 2.76557
O 1.40676 -1.15793 1.71298
C 0.90045 -1.21554 4.01055
C 1.08269 -1.79959 5.25619
C 0.50571 -1.26653 6.41377
C -0.25958 -0.13868 6.25193
O -0.92441 0.59325 7.22142
C -1.67301 1.56796 6.50074
O -1.23707 1.57327 5.15645
C -0.44600 0.44357 5.01477
C 0.11814 -0.06156 3.87237
H 1.68807 -2.69562 5.29515
H 0.64704 -1.71592 7.38843
H -1.49866 2.55149 6.94330
H -2.73920 1.30923 6.54295
H -0.00987 0.37928 2.89253
N 3.48125 -0.81688 0.11082
C 3.69862 -0.60844 -1.17936
N 2.84459 -0.13882 -2.05782
C 3.40850 -0.02458 -3.31658
C 2.75571 0.45360 -4.44919
C 3.44656 0.50375 -5.64774
C 4.77674 0.09209 -5.73783
C 5.43866 -0.37750 -4.61273
C 4.74411 -0.42876 -3.41553
S 5.29881 -0.95053 -1.84964
H 2.52409 -0.89739 0.54677
H 4.18647 -1.32980 0.61239
H 1.73015 0.78485 -4.35033
H 2.94357 0.87713 -6.53149
H 5.29850 0.14407 -6.68562
H 6.47335 -0.69331 -4.66712
C -1.05905 -2.70945 -0.51576
C -2.10304 -2.30716 -1.56291
C -1.51037 -2.31258 -2.97727
C -2.82413 -1.01974 -1.20724
C -4.17581 -1.08091 -0.92917
C -4.92492 0.02734 -0.54371
C -4.24801 1.23499 -0.41185
C -2.89666 1.38278 -0.66776
C -2.26703 2.74353 -0.44059
C -1.71517 3.37816 -1.72130
C -1.23085 2.73052 0.68844
C -2.13193 0.24572 -1.12031
N -0.86830 0.33829 -1.47833
H -0.61758 -3.67922 -0.76775
H -1.51614 -2.79209 0.47225
H -0.25595 -1.97877 -0.43953
H -2.87939 -3.08348 -1.55165
H -0.69722 -1.59402 -3.06332
H -2.27497 -2.05596 -3.71605
H -1.12112 -3.30831 -3.21575
H -4.66198 -2.05085 -1.00825
H -5.98336 -0.05334 -0.32767
H -4.79314 2.11611 -0.08012
H -3.08872 3.38823 -0.10201
H -0.90361 2.78686 -2.14138
H -1.32109 4.37732 -1.51256
H -2.50866 3.46428 -2.46958
H -0.38656 2.08453 0.45282
H -1.69061 2.37151 1.61298
H -0.83973 3.73751 0.86149
Br 2.21621 2.77376 -1.43082

The value obtained for the relative energy (zero: lowest compared OMol25 entry of this formula, charge and spin) is 28.7 kcal/mol. The calculation puts the electronic energy at -125240.706 eV. Its HOMO energy is -0.55 eV. Its net charge is -2.



Question: Which formula does entry 6 have?
Answer: C27H28BrN3O4PtS